Entry 1:
Here is one molecule with the formula C2H4N4 from OMol25. Energies are from ωB97M-V/def2-TZVPD.

## Properties
charge = 0
M = 84.08 g/mol
highest occupied orbital energy (spin up / spin down) = -7.6151 / -8.7661 eV
lowest unoccupied orbital energy (spin up / spin down) = -0.26 / -0.10 eV
Kohn-Sham gap (spin up / spin down) = 7.35 / 8.67 eV
relative energy (zero: lowest compared OMol25 entry of this formula, charge and spin) = 421.1 kJ/mol

Bonds (Å) are listed after each position.
Positions of all 10 atoms, in Å:
1 H 0.46 2.00 0.84  N6 1.012
2 N -1.83 -0.68 -0.42  C9 1.223
3 C 0.15 0.06 0.22  N6 1.349, N8 1.344, C9 1.552
4 H -0.29 0.97 1.97  N6 1.011
5 H -0.91 -1.71 1.22  C9 1.098
6 N 0.27 1.05 1.13  H1 1.012, C3 1.349, H4 1.011
7 N 0.63 -0.25 -2.01  N8 1.251, H10 1.035
8 N 0.99 0.01 -0.83  C3 1.344, N7 1.251
9 C -0.98 -0.98 0.40  N2 1.223, C3 1.552, H5 1.098
10 H 1.51 -0.47 -2.52  N7 1.035

Entry 2:
Here is a 2-piece molecular cluster, C2H4N4 overall in a non-equilibrium geometry from OMol25. Energies are from ωB97M-V/def2-TZVPD.

## Properties
charge = 0
M = 84.08 g/mol
highest occupied orbital energy = -9.6431 eV
lowest unoccupied orbital energy = 0.99 eV
Kohn-Sham gap = 10.63 eV
relative energy (zero: lowest compared OMol25 entry of this formula, charge and spin) = 457.8 kJ/mol

Bonds (Å) are listed after each position.
Positions of all 10 atoms, in Å:
1 H -2.16 0.68 0.26  C6 1.120
2 N 2.08 0.61 1.49  N3 1.122, N5 1.180
3 N 1.65 0.93 2.47  N2 1.122
4 H -1.22 -0.05 -2.54  C8 1.041
5 N 2.66 0.15 0.57  N2 1.180, H10 0.999
6 C -1.70 -0.25 -0.16  H1 1.120, H7 1.021, C8 1.497, N9 1.574
7 H -2.15 -1.07 0.25  C6 1.021
8 C -1.10 -0.27 -1.53  H4 1.041, C6 1.497, N9 1.213
9 N -0.23 -0.35 -0.69  C6 1.574, C8 1.213
10 H 2.16 -0.38 -0.11  N5 0.999

Total energy? In order: -8094.9499; -8094.5692 eV.